A molecular structure, C24H15Br2N8O6Rb in a non-equilibrium geometry. Source: OMol25; level of theory: wB97M-V/def2-TZVPD.

```
! wB97M-V def2-TZVPD RIJCOSX def2/J DEFGRID3
* xyz -2 1
C -2.920 -0.249 3.012
C 3.121 3.328 2.079
H -0.601 1.290 -5.374
C 2.832 1.368 0.687
O -3.020 -0.730 5.374
H -0.797 -6.306 -2.658
O -1.741 -0.654 2.725
Br 6.923 1.701 1.665
N -0.605 -3.909 -2.274
C -0.615 0.677 -3.320
C -0.754 5.121 0.428
Rb -1.110 0.764 0.610
C -0.613 -1.565 -2.868
C 5.039 1.989 1.521
H -1.040 -3.717 2.268
N -0.620 -0.314 -2.430
O -5.791 0.225 5.080
C -0.586 -1.889 -4.214
C -3.541 -0.325 4.338
N -0.733 -4.603 0.003
C -0.639 -2.660 -1.812
N -0.553 -6.136 -1.697
O -3.588 0.748 0.910
C 4.492 3.071 2.149
H -0.630 1.687 -2.922
C -0.763 -3.297 0.343
O 0.963 2.715 1.321
N -0.696 -2.282 -0.562
Br 2.455 4.873 2.965
N -1.232 4.059 -1.918
C -0.645 -4.827 -1.295
H -0.572 -2.929 -4.505
N -0.849 -2.969 1.624
C -3.843 0.395 2.089
H 5.127 3.744 2.710
C 4.709 -0.023 0.071
C 2.490 -0.450 -0.688
C -0.579 -0.855 -5.140
H -0.185 4.404 1.029
H 1.781 -1.045 -1.258
O -6.202 0.902 2.244
H -1.107 -2.011 1.923
H -0.164 6.030 0.326
N 2.003 0.587 -0.052
H -1.700 5.357 0.912
C 2.195 2.514 1.384
C -0.598 0.451 -4.690
C -4.954 0.162 4.198
C 3.851 -0.801 -0.649
C 4.224 1.107 0.767
H -0.562 -1.074 -6.201
C -1.009 4.545 -0.900
C -5.151 0.549 2.759
H -0.862 -6.812 -1.019
H 5.764 -0.258 0.119
H 4.204 -1.674 -1.184
*
```

Values from the calculation:
Kohn-Sham gap in eV: 4.65
Relative energy (zero: lowest compared OMol25 entry of this formula, charge and spin) in kcal per mole: 9.9
LUMO energy in Ha: 0.1346
HOMO energy in eV: -0.990